1.
2 unconnected molecules or ions with the total composition C4H13FO3P2 in a non-equilibrium geometry. Source: the OMol25 dataset; level of theory: the ωB97M-V functional and the def2-TZVPD basis.

Properties
* HOMO energy: -6.091 eV
* 2S+1: 1
* Kohn-Sham gap: 3.2 eV

Cartesian coordinates (Å):
P: -2.044 -0.807 2.441
P: -0.990 0.972 1.624
F: -1.001 2.330 2.785
O: -1.084 -1.626 3.414
O: 3.372 -1.515 0.801
O: -0.724 0.545 -3.835
C: -0.065 0.387 -1.412
C: 0.816 0.495 1.095
C: 0.839 -0.416 -0.305
C: 0.464 0.266 -2.961
H: 1.930 -0.672 -0.641
H: -1.170 -0.019 -1.364
H: 1.257 -0.100 2.023
H: -3.208 -0.435 3.204
H: 3.399 -2.306 1.307
H: 0.328 -1.450 -0.006
H: 0.840 -0.797 -3.277
H: 1.262 1.126 -3.124
H: -0.127 1.530 -1.097
H: -2.494 -1.624 1.311
H: -1.806 1.413 0.513
H: 1.471 1.453 0.836
H: -1.266 1.249 -3.330

=====

2.
C4H6N3O3P in the gas phase in a non-equilibrium geometry. Source: the OMol25 dataset; level of theory: the ωB97M-V functional and the def2-TZVPD basis.

Properties
* energy relative to the best compared isomer or geometry (same formula, charge and spin): 25.80 kcal per mole
* HOMO energy: -10.267 eV
* 2S+1: 1
* Kohn-Sham gap: 10.2 eV

Cartesian coordinates (Å):
P: -0.002 -0.604 0.394
O: -0.027 -1.404 -2.133
O: 0.835 0.954 -0.020
O: -0.246 -0.558 1.903
N: 1.949 2.824 -1.140
N: 2.368 -2.353 0.492
N: -1.358 -0.728 -0.499
C: 1.343 1.675 -1.113
C: -1.168 -1.248 -1.707
C: -1.430 0.046 2.395
C: 1.451 -1.675 0.422
H: -2.223 -0.718 2.146
H: -2.089 -1.472 -2.412
H: -1.541 1.079 1.848
H: 2.295 3.017 -1.995
H: 1.241 1.033 -1.980
H: -1.399 0.133 3.400

=====

3.
3 unconnected molecules or ions with the total composition C2H2FI3O in a non-equilibrium geometry. Source: the OMol25 dataset; level of theory: the ωB97M-V functional and the def2-TZVPD basis.

Properties
* energy relative to the best compared isomer or geometry (same formula, charge and spin): 56.28 kcal per mole
* HOMO energy (alpha / beta): -8.719 / -8.706 eV
* 2S+1: 1
* Kohn-Sham gap (alpha / beta): 5.4 / 5.6 eV

Cartesian coordinates (Å):
I: 3.274 -1.677 0.151
I: -4.635 -0.072 0.590
I: -0.045 2.564 1.194
F: -0.489 0.758 -1.378
O: 0.355 -1.168 -0.799
C: 0.508 0.632 0.695
C: 0.198 0.056 -0.466
H: 1.053 0.161 1.641
H: -0.218 -1.255 -1.627

=====

4.
A molecular structure, C6H6O7P in a non-equilibrium geometry. Source: the OMol25 dataset; level of theory: the ωB97M-V functional and the def2-TZVPD basis.

Properties
* energy relative to the best compared isomer or geometry (same formula, charge and spin): 40.23 kcal per mole
* HOMO energy (alpha / beta): -11.712 / -14.420 eV
* net charge: +1
* 2S+1: 3
* Kohn-Sham gap (alpha / beta): 7.0 / 5.5 eV

Cartesian coordinates (Å):
P: 0.876 0.792 0.120
O: 1.489 -0.335 1.125
O: 2.119 0.808 -0.865
O: 4.188 -0.116 -1.093
O: -2.991 -0.548 -1.901
O: -1.398 0.578 0.821
O: -0.151 -0.005 -0.856
O: 2.923 -2.121 0.727
C: -2.811 -1.928 0.123
C: 0.638 2.569 0.474
C: 2.558 -1.024 0.544
C: -1.334 0.036 -0.250
C: -2.473 -0.829 -0.863
C: 3.135 -0.130 -0.590
H: 0.889 2.798 1.493
H: -3.817 -2.312 -0.132
H: 1.405 2.980 -0.219
H: -2.766 -1.505 1.129
H: -2.107 -2.656 0.022
H: -0.371 2.947 0.188

=====

5.
A molecular structure, H4NO3PSi in a non-equilibrium geometry. Source: the OMol25 dataset; level of theory: the ωB97M-V functional and the def2-TZVPD basis.

Properties
* energy relative to the best compared isomer or geometry (same formula, charge and spin): 58.11 kcal per mole
* HOMO energy: 1.655 eV
* net charge: -2
* 2S+1: 1
* Kohn-Sham gap: 2.5 eV

Cartesian coordinates (Å):
P: -2.297 0.167 1.443
Si: 0.368 1.045 1.089
O: -3.575 0.423 2.208
O: -1.961 -1.249 1.207
O: -1.222 1.262 1.424
N: 0.299 1.411 -0.516
H: 5.792 -6.562 -9.838
H: 1.224 1.905 -0.846
H: 0.702 -0.353 1.702
H: 0.671 1.951 2.127

=====

6.
2 unconnected molecules or ions with the total composition CH5N2OS in a non-equilibrium geometry. Source: the OMol25 dataset; level of theory: the ωB97M-V functional and the def2-TZVPD basis.

Properties
* energy relative to the best compared isomer or geometry (same formula, charge and spin): 58.58 kcal per mole
* HOMO energy: -14.746 eV
* net charge: +1
* 2S+1: 1
* Kohn-Sham gap: 9.1 eV

Cartesian coordinates (Å):
S: -2.128 -0.468 -0.379
O: -1.067 0.581 -1.348
N: 0.759 -1.141 -0.134
N: -0.240 1.401 0.674
C: -0.757 0.535 -0.110
H: 0.053 1.138 1.730
H: 1.383 -1.461 0.621
H: 1.386 -0.772 -0.853
H: 0.309 -1.970 -0.405
H: 0.303 2.157 0.205

=====

7.
A molecular structure, C3H7NO in a non-equilibrium geometry. Source: the OMol25 dataset; level of theory: the ωB97M-V functional and the def2-TZVPD basis.

Properties
* energy relative to the best compared isomer or geometry (same formula, charge and spin): 120.03 kcal per mole
* HOMO energy: -7.922 eV
* 2S+1: 1
* Kohn-Sham gap: 9.1 eV

Cartesian coordinates (Å):
O: 0.178 -0.864 1.423
N: 1.645 -0.667 1.653
C: -1.474 0.005 -0.270
C: -0.299 0.064 -1.191
C: -0.354 0.190 0.780
H: 0.080 1.151 0.839
H: 2.010 -0.504 0.678
H: 1.875 -1.601 1.955
H: -0.013 -0.753 -1.798
H: -2.196 0.757 -0.200
H: -0.220 1.002 -1.714
H: -1.818 -1.004 -0.061

=====

8.
7 unconnected molecules or ions with the total composition C28H72ClN4O14 in a non-equilibrium geometry. Source: the OMol25 dataset; level of theory: the ωB97M-V functional and the def2-TZVPD basis.

Properties
* energy relative to the best compared isomer or geometry (same formula, charge and spin): 17.29 kcal per mole
* HOMO energy: -5.422 eV
* net charge: -1
* 2S+1: 1
* Kohn-Sham gap: 7.8 eV

Cartesian coordinates (Å):
Cl: -2.596 -0.278 -2.422
O: -3.519 5.611 5.595
O: 7.401 -3.546 -1.309
O: -8.973 -0.937 -2.076
O: -7.100 1.481 4.659
O: -1.304 -0.939 -2.256
O: 3.752 -5.248 1.925
O: 1.320 -2.856 -5.780
O: 0.415 -6.083 -1.320
O: -3.256 -0.044 -1.201
O: -3.495 -1.077 -3.124
O: 1.923 5.351 4.475
O: -2.324 0.981 -3.080
O: -0.733 6.974 0.237
O: 4.430 -0.112 -3.173
N: 6.509 -2.110 -3.742
N: 2.729 -7.392 0.067
N: -4.943 3.079 5.096
N: 0.016 5.135 2.128
C: -5.661 4.339 5.423
C: -4.796 5.456 4.899
C: 5.736 0.151 -3.767
C: -5.246 2.600 3.788
C: -9.421 -2.809 -2.972
C: -0.498 4.598 0.830
C: 0.213 -7.390 -0.653
C: 8.219 -3.460 -2.445
C: -0.357 5.722 -0.266
C: 4.202 -4.375 3.029
C: 3.460 -6.653 2.353
C: 2.744 5.942 5.507
C: -0.655 -5.816 -2.268
C: 1.484 4.821 2.151
C: 2.037 5.896 3.182
C: -9.565 -1.348 -3.201
C: -2.818 6.802 5.351
C: 1.296 -7.500 0.468
C: 3.756 1.007 -2.611
C: -8.507 1.238 4.683
C: 8.005 -4.156 -0.184
C: 7.898 -2.135 -3.284
C: -0.150 -1.701 -7.553
C: 6.262 -0.948 -4.622
C: 3.639 -7.600 1.203
C: -6.712 2.202 3.569
C: -0.866 7.954 -0.829
C: 1.305 -2.022 -6.920
H: 4.070 -6.939 3.211
H: -4.420 5.263 3.894
H: -5.365 6.385 4.930
H: -1.041 5.492 -1.083
H: -9.108 2.145 4.750
H: 6.396 -2.864 -4.405
H: 0.416 -8.217 -1.333
H: -6.644 1.481 2.755
H: -5.748 4.383 6.508
H: -4.650 1.700 3.635
H: 3.800 5.838 5.257
H: -8.707 0.751 3.728
H: 8.547 -2.054 -4.157
H: 2.652 7.028 5.481
H: 1.207 -3.767 -6.062
H: -0.685 -4.952 -2.932
H: 5.745 1.054 -4.377
H: 1.932 4.982 1.171
H: 2.665 5.436 6.469
H: 0.063 8.356 -1.234
H: -0.741 -2.546 -7.905
H: -0.659 -6.606 -3.019
H: 2.456 -6.677 2.776
H: 8.933 -3.668 0.113
H: 4.447 1.738 -2.189
H: 8.083 -1.250 -2.675
H: 6.346 0.459 -2.918
H: -5.074 3.321 2.989
H: -0.627 -1.002 -6.866
H: -9.021 -0.939 -4.052
H: 1.814 3.821 2.432
H: -10.575 -0.937 -3.208
H: 9.252 -3.493 -2.098
H: 3.077 5.947 2.859
H: -2.123 6.775 6.190
H: 0.050 3.712 0.508
H: 8.189 -5.160 -0.569
H: 4.186 -3.323 2.746
H: -9.947 -3.010 -2.039
H: -8.890 0.559 5.444
H: -2.336 6.783 4.374
H: 3.194 1.578 -3.351
H: 0.646 5.804 -0.684
H: -1.505 4.183 0.790
H: -5.399 2.299 5.548
H: -8.022 -0.931 -2.212
H: -1.597 7.608 -1.559
H: 4.579 -7.318 0.729
H: -1.284 8.842 -0.355
H: 7.223 -0.549 -4.946
H: -0.098 6.121 1.946
H: 3.677 -8.664 1.438
H: 2.998 0.582 -1.953
H: 2.861 -7.977 -0.746
H: -6.696 4.481 5.112
H: 5.716 -1.088 -5.555
H: -3.446 7.689 5.439
H: 0.059 -1.015 -8.374
H: -8.381 -3.123 -3.056
H: 1.280 -6.597 1.078
H: 8.156 -4.310 -3.124
H: -7.306 3.025 3.170
H: -10.007 -3.449 -3.631
H: 5.198 -4.706 3.327
H: 1.914 -1.124 -6.820
H: 1.622 6.882 2.971
H: 1.054 -8.342 1.117
H: 1.807 -2.690 -7.619
H: -1.609 -5.882 -1.746
H: 7.352 -4.298 0.677
H: 3.560 -4.407 3.909
H: -0.766 -7.433 -0.176

=====

9.
A molecular structure, C25H46BMnNP2 in a non-equilibrium geometry. Source: the OMol25 dataset; level of theory: the ωB97M-V functional and the def2-TZVPD basis.

Properties
* energy relative to the best compared isomer or geometry (same formula, charge and spin): 9.45 kcal per mole
* HOMO energy (alpha / beta): -9.631 / -10.075 eV
* net charge: +1
* 2S+1: 5
* Kohn-Sham gap (alpha / beta): 5.5 / 6.4 eV

Cartesian coordinates (Å):
Mn: 0.512 1.356 -0.167
P: -1.576 2.328 0.132
P: 1.067 2.069 -2.092
N: -0.434 0.276 -1.682
C: 2.654 4.969 -2.472
C: -0.052 -0.372 1.807
C: -1.645 3.550 1.483
C: -1.515 -2.315 0.929
C: 1.793 -0.660 0.399
C: -0.857 -0.005 2.996
C: 2.119 0.917 2.470
C: -0.224 5.627 -0.731
C: 2.065 6.510 -0.534
C: 1.890 1.521 -3.574
C: 2.277 2.595 -0.781
C: -1.185 -0.495 -2.167
C: -3.082 1.318 0.258
C: 0.812 -1.637 0.081
C: 3.183 -0.652 -0.123
C: 1.559 5.075 -3.243
C: -0.527 6.271 -2.056
C: 1.278 0.142 1.509
C: 0.530 6.166 -3.225
C: 0.964 -2.724 -0.910
C: -0.315 -1.448 0.929
C: -0.381 3.132 -2.400
C: 3.153 5.993 -1.503
C: 1.001 5.519 -0.185
C: -1.703 3.009 -1.594
B: -2.149 -1.516 -2.743
H: -1.479 5.854 -2.434
H: -2.404 2.365 -2.145
H: 0.108 4.061 -2.108
H: 1.616 7.411 -0.975
H: -1.926 0.060 2.760
H: -0.755 -0.758 3.795
H: 1.537 1.703 2.974
H: -2.011 -1.509 -3.961
H: 2.302 3.682 -0.738
H: 1.920 -2.639 -1.441
H: -1.912 -2.648 -2.325
H: -2.354 4.355 1.269
H: -3.074 0.714 1.170
H: 1.209 4.864 0.664
H: 3.716 0.266 0.148
H: -3.291 -1.201 -2.454
H: -0.070 6.002 -4.139
H: -0.655 3.989 1.662
H: -1.110 5.387 -0.148
H: -1.987 -2.368 -0.063
H: 2.564 6.836 0.391
H: -3.961 1.974 0.277
H: 2.141 2.302 0.296
H: 2.789 0.945 -3.301
H: 2.519 0.250 3.249
H: 3.763 -1.505 0.262
H: -0.547 0.962 3.412
H: 3.577 6.866 -2.035
H: -1.961 3.046 2.406
H: 3.186 -0.732 -1.221
H: 0.942 -3.712 -0.423
H: -3.157 0.643 -0.604
H: -1.246 -3.344 1.215
H: -0.719 7.352 -1.913
H: 1.466 4.390 -4.098
H: 2.974 1.390 1.970
H: 0.162 -2.711 -1.659
H: 3.355 4.152 -2.654
H: -0.589 3.184 -3.477
H: -2.164 4.002 -1.485
H: 2.195 2.381 -4.194
H: -2.265 -1.959 1.645
H: 1.217 0.869 -4.151
H: 3.984 5.567 -0.915
H: 0.996 7.154 -3.351
H: 3.268 2.230 -1.072

=====

10.
A molecular structure, C2H12BeClN2 in a non-equilibrium geometry. Source: the OMol25 dataset; level of theory: the ωB97M-V functional and the def2-TZVPD basis.

Properties
* HOMO energy: -0.127 eV
* net charge: -1
* 2S+1: 1
* Kohn-Sham gap: 3.0 eV

Cartesian coordinates (Å):
Cl: 0.330 -0.019 2.854
N: 1.139 1.818 0.203
N: 0.672 -0.084 -1.691
C: -2.406 -0.830 -0.093
C: 0.951 -0.860 1.426
Be: 0.934 0.140 0.027
H: -2.926 -1.285 0.758
H: 0.036 -0.839 -2.005
H: 0.434 -1.821 1.382
H: 0.281 0.784 -2.108
H: 2.021 -1.095 1.663
H: 1.602 -0.282 -2.123
H: 2.055 1.894 0.665
H: 0.434 2.259 0.837
H: 1.181 2.355 -0.666
H: -1.358 -1.222 -0.089
H: -2.501 0.232 -0.018
H: -2.882 -1.146 -1.024

=====

11.
C6H6FNO3 in the gas phase in a non-equilibrium geometry. Source: the OMol25 dataset; level of theory: the ωB97M-V functional and the def2-TZVPD basis.

Properties
* energy relative to the best compared isomer or geometry (same formula, charge and spin): 17.97 kcal per mole
* HOMO energy: -9.109 eV
* 2S+1: 1
* Kohn-Sham gap: 8.9 eV

Cartesian coordinates (Å):
F: 0.608 2.059 -2.225
O: -0.364 -3.080 -0.256
O: -1.886 -1.172 0.279
O: 0.711 -1.911 -1.723
N: -0.047 -2.058 -0.819
C: 1.563 1.148 -0.254
C: 1.245 0.345 0.924
C: 0.585 1.194 -1.177
C: -0.625 0.314 -1.235
C: -0.612 -0.821 -0.248
C: 0.266 -0.558 0.969
H: 2.292 1.804 -0.329
H: -0.698 -0.124 -2.315
H: -1.653 0.813 -1.201
H: -1.740 -2.172 0.274
H: -0.034 -1.117 1.747
H: 1.874 0.506 1.717

=====

12.
17 unconnected molecules or ions with the total composition C22H60ClN16O32P in a non-equilibrium geometry. Source: the OMol25 dataset; level of theory: the ωB97M-V functional and the def2-TZVPD basis.

Properties
* HOMO energy: -8.785 eV
* 2S+1: 1
* Kohn-Sham gap: 8.2 eV

Cartesian coordinates (Å):
Cl: -0.193 -1.158 3.524
P: 1.315 -2.454 1.395
O: -8.605 3.279 2.685
O: 6.651 -8.530 -2.080
O: 3.769 -1.229 3.354
O: 7.814 -9.901 -0.892
O: -7.135 -1.356 -11.361
O: -2.504 -3.253 -1.777
O: 3.633 -3.075 4.446
O: -1.787 10.968 2.684
O: -2.281 0.828 -5.592
O: 2.265 3.931 0.237
O: -7.647 0.165 -9.923
O: 1.620 -12.430 -5.326
O: -5.588 -2.013 -6.701
O: -4.285 0.628 1.237
O: 2.184 -8.391 -2.612
O: -0.827 1.621 -4.218
O: -1.330 7.160 -0.588
O: -1.980 9.075 3.689
O: -0.502 10.594 7.743
O: 1.522 10.784 7.032
O: -1.349 -3.447 -3.582
O: 0.453 -11.036 -6.482
O: 3.966 1.284 4.095
O: 3.342 5.155 1.622
O: -9.775 1.766 3.679
O: 5.438 2.147 5.413
O: -5.431 -0.911 2.214
O: -4.409 -3.319 -5.466
O: 6.272 -4.288 -0.018
O: 2.490 -6.415 -3.410
O: 5.237 -5.987 0.799
O: -0.206 8.326 0.832
N: -1.580 1.725 -5.155
N: -8.731 2.212 3.250
N: 0.696 10.422 7.844
N: -7.397 -0.981 -10.237
N: -1.561 10.214 3.609
N: 5.489 -4.795 0.756
N: 1.268 -11.307 -5.625
N: 4.723 2.176 4.433
N: 2.686 -7.283 -2.587
N: -2.244 -3.789 -2.841
N: -4.391 -0.447 1.790
N: 2.353 4.902 0.957
N: -4.798 -2.218 -5.804
N: -1.204 8.096 0.174
N: 7.461 -8.788 -1.211
N: 3.404 -1.887 4.304
C: -3.160 -1.265 1.969
C: 8.056 -7.628 -0.492
C: -2.341 9.039 0.329
C: 0.061 -0.377 -1.235
C: 1.524 -2.263 -0.450
C: 4.764 3.399 3.586
C: 0.275 -1.686 -1.050
C: 1.197 5.835 1.050
C: 2.610 -1.237 5.380
C: 3.605 -6.985 -1.456
C: 1.191 1.699 1.710
C: 1.658 0.275 2.090
C: -7.414 -1.995 -9.148
C: -0.717 10.705 4.731
C: -1.654 3.053 -5.824
C: -3.085 -4.930 -3.280
C: 0.587 -0.815 1.923
C: -7.515 1.374 3.438
C: -4.274 -1.031 -5.074
C: 4.774 -3.917 1.721
C: 1.175 9.712 9.060
C: 1.875 -10.165 -4.886
H: -0.201 -0.526 1.241
H: -5.129 -0.524 -4.637
H: 1.731 -3.251 -0.860
H: 3.170 -1.352 6.303
H: -2.366 2.988 -6.639
H: 4.463 4.235 4.210
H: -8.411 -1.992 -8.717
H: 0.112 1.787 1.589
H: 5.022 -4.252 2.722
H: 3.710 -4.029 1.534
H: -7.387 1.226 4.506
H: 1.660 -1.762 5.432
H: -0.954 -0.020 -1.381
H: -7.685 0.428 2.934
H: 2.475 -0.194 5.131
H: 1.072 -9.624 -4.401
H: 2.375 -1.603 -0.643
H: -3.529 -4.624 -4.224
H: -6.668 1.895 3.007
H: -3.150 8.708 -0.313
H: 0.885 5.855 2.090
H: 3.971 -5.972 -1.569
H: 2.375 -9.537 -5.617
H: -0.506 -2.393 -1.318
H: -1.973 3.774 -5.077
H: -3.773 -0.395 -5.793
H: 4.082 3.264 2.758
H: 2.553 0.015 1.531
H: 1.918 0.291 3.147
H: 0.851 0.366 -1.235
H: 3.037 -7.098 -0.538
H: 1.553 2.387 2.474
H: 7.239 -7.083 -0.028
H: 1.538 6.809 0.731
H: -3.584 -1.370 -4.310
H: 5.782 3.528 3.233
H: 2.254 9.635 9.008
H: 1.648 1.999 0.773
H: 2.575 -10.557 -4.159
H: 0.409 5.466 0.407
H: -1.310 10.652 5.633
H: -6.675 -1.701 -8.414
H: -2.327 -0.721 1.546
H: 0.861 10.295 9.920
H: -3.840 -5.114 -2.524
H: -7.175 -2.961 -9.575
H: -2.436 -5.792 -3.403
H: -1.988 10.025 0.044
H: -3.318 -2.208 1.453
H: 8.557 -7.011 -1.231
H: 0.708 8.731 9.067
H: -3.024 -1.424 3.033
H: -0.422 11.725 4.516
H: 5.094 -2.896 1.561
H: 8.753 -8.006 0.246
H: 4.422 -7.699 -1.498
H: -2.632 9.023 1.373
H: -0.659 3.288 -6.187
H: 2.614 -2.330 1.942
H: 0.148 10.053 4.795

=====

> Which value of 2S+1 does entry 8 give?

1